1.
Formula: C10H27Br4NO3
Source: the Open Molecules 2025 dataset
Level of theory: wB97M-V/def2-TZVPD

Positions of all 45 atoms, in Å:
N1 -0.4240 -0.4745 -0.5114
H1 -0.2640 -0.5974 0.4783
H2 0.2500 -0.9471 -1.0966
H3 -0.3729 0.4985 -0.7775
H4 -1.2656 -0.8985 -0.8747
C1 -2.0957 3.6086 -2.4234
C2 -0.8504 2.7237 -2.0186
O1 -0.7371 1.5183 -2.7130
H5 -2.3461 4.4114 -1.7299
H6 -2.9563 2.9429 -2.3575
H7 -2.2570 3.8198 -3.4805
H8 -0.9383 2.5024 -0.9550
H9 0.1489 3.1557 -1.9655
C3 1.0652 -3.1390 -1.9771
C4 1.2115 -2.3487 -3.2438
O2 0.4910 -1.1851 -3.4404
H10 1.5051 -2.6870 -1.0881
H11 1.7047 -4.0205 -2.0219
H12 0.0256 -3.1924 -1.6541
H13 1.0275 -3.0021 -4.0966
H14 2.2462 -2.0242 -3.3543
C5 -4.3793 -3.2682 -0.8267
C6 -3.2002 -2.9611 -1.7456
O3 -2.6991 -1.6576 -1.6846
H15 -4.3378 -2.6406 0.0636
H16 -4.5890 -4.2972 -0.5347
H17 -5.3197 -2.8931 -1.2305
H18 -3.4360 -3.1181 -2.7981
H19 -2.5044 -3.7648 -1.5049
Br1 4.8537 -0.4758 5.6806
C7 3.1522 -1.1778 4.9093
C8 2.8131 -0.3742 3.5604
Br2 1.5970 -1.4730 2.3711
H20 2.4697 -0.9949 5.7392
H21 3.3269 -2.2442 4.7667
H22 3.7788 -0.1532 3.1057
H23 2.4016 0.6316 3.6454
Br3 0.3520 1.6098 1.6703
C9 0.7450 3.6784 1.7712
C10 2.0151 3.8785 2.6129
Br4 2.1215 5.8236 2.7719
H24 -0.1042 4.0940 2.3137
H25 0.9470 3.9957 0.7481
H26 2.9463 3.4647 2.2257
H27 1.8817 3.6529 3.6709

Force components x, y, z for each atom (eV/Å):
1.0390 0.3070 0.2370
-0.1753 -0.3535 -0.0995
0.9447 -0.1600 -0.9152
-0.3077 0.7276 -1.0476
-2.6774 -0.8972 -0.7792
-0.1033 -1.3300 0.2681
-0.2823 -2.4920 -1.5667
-0.4409 1.9715 1.1778
0.2835 0.6285 -0.1218
-0.0111 -0.5639 0.6348
1.0146 0.7512 -0.2143
-0.9599 0.1683 1.4018
0.5767 1.6244 -0.6419
0.2057 0.2953 1.2159
-0.5910 2.8436 -1.5014
0.2499 -1.2570 1.5707
0.4811 0.9799 0.1620
-0.6665 -0.8949 -0.1925
-0.3385 -0.9866 -0.5131
-0.0790 -1.1139 -0.4172
1.4082 -0.5552 0.1633
-1.3987 1.0997 0.1548
0.8908 1.6478 -0.1259
-0.3292 -1.2126 1.3511
0.6271 -0.1544 0.3886
0.3953 -0.3898 -0.0660
-0.2953 0.0059 -0.5303
-0.6273 -0.5779 -0.4277
1.0297 -0.3359 0.1480
-0.3446 -0.1213 -0.3104
-0.2332 1.3571 -0.8001
0.5852 -1.1576 0.8534
1.2395 0.6093 1.0781
-0.2259 -0.1620 -0.4460
-0.1242 0.3100 -0.2419
-0.1564 -0.7382 -0.6575
-0.6615 -0.4146 0.5567
0.5967 2.4642 0.4868
0.9723 -1.9746 0.6369
-1.0396 0.1501 0.3523
0.4789 0.4877 -0.1875
0.0242 -0.0372 -0.6400
-0.6848 -0.0922 0.0797
-0.2702 0.1890 -0.1440
-0.0194 -0.6459 -0.3301

Values from the calculation:
- max |F| (eV Å⁻¹) = 3.3
- HOMO-LUMO gap (eV) = 2.323
- charge = -2
- calculated total energy (hartree) = -10973.45667

***

2.
Formula: C10H27FN2O11P2S
Source: the Open Molecules 2025 dataset
Level of theory: wB97M-V/def2-TZVPD

Positions of all 54 atoms, in Å:
C1 1.1907 -0.0762 4.7844
N1 0.5763 1.0521 3.9881
C2 -0.9205 1.1623 4.1712
C3 1.0005 1.0588 2.5384
O1 1.1758 2.2835 1.9710
C4 1.3235 -0.2415 1.5962
N2 0.3610 -1.3986 1.7387
S1 -1.1212 -1.1716 0.8442
O2 -0.8713 -1.2732 -0.7058
O3 -1.8495 0.1673 1.1118
F1 -2.1188 -2.5594 1.2172
H1 1.5632 0.3902 5.8181
H2 0.3532 -0.8696 5.0897
H3 2.0895 -0.6206 4.2698
H4 -1.4589 0.1601 4.4490
H5 -1.4325 1.7363 3.2584
H6 -1.0877 1.8872 5.1051
H7 2.4295 -0.6047 1.7820
H8 1.2981 0.1507 0.4691
H9 0.1994 -1.6809 2.7299
C5 1.3803 4.2505 -1.2065
O4 2.4632 4.8655 -1.8628
P1 3.2600 6.2723 -1.2470
O5 3.8210 6.5255 -2.6521
O6 4.3446 5.3254 -0.4327
C6 3.9447 4.2687 0.4173
O7 4.0567 7.6791 -0.6313
C7 5.3870 7.9481 -1.0467
H10 0.6057 4.0258 -1.9456
H11 1.7035 3.2892 -0.7786
H12 0.9612 4.8901 -0.4198
H13 3.9364 3.3432 -0.1508
H14 2.9701 4.4468 0.8733
H15 4.6749 4.1613 1.2214
H16 5.4051 8.2874 -2.0857
H17 6.0277 7.0727 -0.9215
H18 5.7807 8.7541 -0.4219
C8 -2.2711 -3.6604 -3.5255
O8 -3.1957 -4.6631 -3.8738
P2 -3.3205 -6.1640 -3.0225
O9 -4.0477 -6.7520 -4.2384
O10 -4.4621 -5.5193 -2.0139
C9 -4.2718 -4.2949 -1.3329
O11 -3.4452 -7.6650 -2.1712
C10 -4.6624 -8.3916 -2.2417
H19 -1.7935 -3.2930 -4.4387
H20 -2.8013 -2.8071 -3.0756
H21 -1.5038 -4.0324 -2.8353
H22 -4.6973 -3.4915 -1.9268
H23 -3.2212 -4.0967 -1.1175
H24 -4.8070 -4.3280 -0.3822
H25 -4.7850 -8.8433 -3.2296
H26 -5.5190 -7.7571 -2.0049
H27 -4.6186 -9.1984 -1.5053

Force components x, y, z for each atom (eV/Å):
-0.3844 -0.3706 1.6344
0.3811 -2.1962 -2.7884
-1.1248 2.0643 0.9167
0.5693 6.3954 -1.8247
-1.1810 -7.7533 3.1814
0.6034 1.3706 -0.7831
-1.1182 0.1787 0.0154
-1.9963 3.6215 -5.8333
-0.3160 -0.5998 6.6216
2.4931 -5.4468 0.4658
2.5181 2.9062 -0.0255
-0.6449 -1.1268 -2.3066
1.7990 1.4263 -0.7305
-1.7124 1.2340 0.8490
1.1095 1.6421 -0.8847
1.2950 -1.6210 1.9553
0.2999 -1.6420 -1.9158
-2.3799 0.4592 -0.2150
-0.0460 -0.8458 2.6286
-0.1500 0.3032 -1.0408
-0.7877 -0.9692 0.2055
-1.5357 1.8842 2.0060
8.3375 -1.2949 -5.8624
-1.5842 0.3157 0.8560
-0.9542 0.6309 0.9785
0.1209 -0.3066 0.1985
-3.1505 0.1113 2.0608
0.4098 -0.0618 -0.5822
-0.0172 0.1866 0.1037
-0.1903 0.3443 0.1070
-0.1010 -0.3943 -0.1399
-0.1951 -0.2094 -0.0196
0.0693 -0.1767 0.0259
0.0285 0.1844 -0.0922
-0.0371 -0.2157 0.1119
-0.1059 0.0019 -0.0920
-0.3476 -0.0766 0.1850
0.4450 1.1702 -0.0234
2.4745 -1.0279 1.6703
-9.3263 -2.1482 -3.7537
1.7474 0.3098 0.4675
1.3181 -0.1646 0.7609
-0.2293 0.2831 0.1929
3.3737 1.1506 1.2486
-0.5312 -0.1471 -0.4656
0.0936 -0.1495 0.1165
0.2982 -0.2395 0.0397
-0.0582 0.3767 -0.1830
0.1001 0.2499 -0.0625
-0.0919 0.1171 0.0320
0.0165 -0.1874 -0.0776
-0.0139 0.2297 0.0904
0.0789 0.0196 -0.1153
0.3310 0.2043 0.0920

Values from the calculation:
- max |F| (eV Å⁻¹) = 10.3
- SMILES string = CN(C)C(=O)CNS(=O)(=O)F.COP(=O)(OC)OC.COP(=O)(OC)OC
- HOMO-LUMO gap (eV) = 6.513
- charge = 0
- calculated total energy (hartree) = -2514.70300

***

3.
Formula: C10H28AlN3O6
Source: the Open Molecules 2025 dataset
Level of theory: wB97M-V/def2-TZVPD

Positions of all 48 atoms, in Å:
Al1 -23.6533 22.4623 23.2908
N1 -19.8836 20.7847 23.3725
O1 -18.8458 21.3547 23.5707
O2 -19.9640 19.7852 22.7586
O3 -20.9088 21.4122 23.6303
C1 -16.3578 18.6161 18.9430
C2 -17.6314 18.3160 19.6911
C3 -17.4542 17.4674 20.9082
O4 -18.6468 17.0163 21.3893
C4 -18.4906 15.9134 22.2936
N2 -18.3349 19.5394 19.9461
H1 -15.8962 17.6672 18.6699
H2 -15.6746 19.1343 19.6160
H3 -16.6194 19.2567 18.1008
H4 -18.2249 17.7885 18.9444
H5 -16.9933 18.0565 21.7011
H6 -16.8149 16.6347 20.6148
H7 -18.4952 16.2620 23.3264
H8 -17.5057 15.4476 22.2593
H9 -19.2920 15.1968 22.1136
H10 -18.1286 20.3079 19.3242
H11 -17.8919 19.9355 20.7628
C5 -19.3222 19.9681 26.9837
C6 -18.8143 21.3640 27.5761
C7 -17.2742 21.3561 27.9207
O5 -16.8856 20.4505 28.9851
C8 -17.3633 20.9343 30.2106
N3 -19.0601 22.3140 26.5231
H12 -18.8628 19.1136 27.4806
H13 -19.0370 19.8952 25.9342
H14 -20.4019 19.8191 26.9897
H15 -19.4359 21.6648 28.4196
H16 -16.7508 22.2779 28.1745
H17 -16.8004 20.9214 27.0406
H18 -16.4348 21.3151 30.6358
H19 -17.6886 20.1132 30.8494
H20 -18.1159 21.7068 30.0527
H21 -18.2289 22.7070 26.1051
H22 -19.4493 21.7942 25.7495
C9 -16.1397 22.5099 19.8361
C10 -17.3877 22.4800 20.7119
O6 -17.1144 21.4926 21.6622
H23 -16.4158 22.2267 18.8205
H24 -15.4132 21.8011 20.2336
H25 -15.7187 23.4870 20.0733
H26 -18.3994 22.3990 20.3144
H27 -17.5522 23.3960 21.2792
H28 -17.7402 21.6029 22.3818

Force components x, y, z for each atom (eV/Å):
1.0003 -0.4296 0.1878
-1.4626 2.2471 -1.3705
3.6340 1.2454 1.5482
0.2595 -4.5716 -1.8723
-3.6163 1.6100 1.5201
0.8379 0.7641 0.2152
-2.2195 -0.9673 -0.8043
0.7202 0.4597 0.3488
-1.1843 -1.2276 0.0412
-0.0104 0.3816 0.5934
2.9615 0.0223 0.3140
-0.1635 0.1537 -0.3357
0.1283 0.1665 -0.1328
0.5144 -0.2434 -0.2535
-0.3360 -0.4558 -0.0612
0.7494 0.2097 0.0487
0.3462 -0.0351 0.0490
-0.5710 0.2447 0.0884
0.0249 -0.2138 -0.7750
0.1675 0.0997 0.0491
-1.0912 0.1351 -1.4231
-0.8331 0.7646 2.4787
0.9503 0.2944 0.8746
0.4267 -1.1049 -0.3714
-0.0921 -2.0737 0.2743
-1.3315 -0.2385 -1.8217
1.3157 0.0156 0.3770
-0.3888 0.8580 -0.9474
-0.0560 0.0155 0.2214
0.3118 0.1201 -0.0400
-0.0677 0.3786 0.3570
0.1734 -0.3085 0.2944
-0.7520 0.6992 -0.3701
0.1559 0.1847 -0.1718
-0.3994 0.6945 0.8875
-0.3653 0.0547 -0.1440
-0.0205 -0.0883 0.5070
0.3447 0.1527 0.3133
-0.2437 0.4311 -0.1391
-0.9209 0.2922 0.4031
0.3399 0.6307 1.1913
0.1307 -1.3522 -0.3738
0.6282 0.7363 -0.3087
-0.2365 -0.1574 -0.0386
0.2996 0.0716 -1.2843
-0.0671 -0.6991 -1.0614
0.5508 0.5393 -0.1157
-0.5424 -0.5065 1.0328

Values from the calculation:
- spin multiplicity = 2
- max |F| (eV Å⁻¹) = 4.9
- expectation value of S² = 0.7542
- HOMO-LUMO gap (spin up / spin down) (eV) = 5.867 / 3.016
- charge = +1
- calculated total energy (hartree) = -1255.35005

***

calculated total energy of number 1 (C10H27Br4NO3)? -10973.45667 hartree

***

The highest charge belongs to which entry? C10H28AlN3O6

***

Which value of charge does entry 2 give? 0

***

Among the records above, which one has the lowest max |F|? C10H27Br4NO3